DFT (ωB97M-V with the def2-TZVPD basis set) results for a structure of composition C7H18I2NO4P2Sn.

## Properties
largest force on an atom	3.54	eV/A
energy relative to the best compared isomer or geometry (same formula, charge and spin)	0.971	eV
E_tot	-57806.6074	eV
orbital gap (spin up / spin down)	0.0847 / 0.0833	hartree
lowest unoccupied orbital energy (spin up / spin down)	-14.479 / -14.484	eV

Geometry as ORCA input:
```
! RIJCOSX wB97M-V def2-TZVPD def2/J DEFGRID3
* xyz 3 1
I -6.4958 0.0813 -0.0366
I -5.3861 -2.4338 0.4933
Sn 0.2518 -0.5797 0.1247
P 0.1997 -0.6362 -2.4554
C -1.4205 -0.9641 -3.1778
C 0.7875 0.8833 -3.2516
H 1.0615 0.6538 -4.2917
H 1.4196 -1.8947 -4.1016
H 1.6648 1.2836 -2.7251
H 2.2796 -1.8712 -2.5364
H -2.0813 -0.0983 -3.0509
H -0.0095 1.6383 -3.2398
C 1.2922 -1.9637 -3.0118
H -1.3008 -1.1701 -4.2506
H 0.8640 -2.9430 -2.7610
H -1.8879 -1.8309 -2.6970
P 0.1892 0.4220 2.5017
C -1.4327 0.4132 3.2893
C 1.2821 -0.5607 3.5550
H 1.6547 2.2882 1.9727
H 1.0405 2.3520 3.6565
H -0.0234 2.8183 2.2870
C 0.7734 2.1359 2.6114
H 2.2710 -0.6690 3.0852
H 1.4068 -0.0518 4.5218
H -1.3179 0.6611 4.3533
H -1.8977 -0.5748 3.2007
H 0.8547 -1.5579 3.7251
H -2.0930 1.1511 2.8190
C -2.1480 0.0590 -0.0165
O -3.2782 0.1576 -0.0401
O 2.8642 -0.5387 0.1259
N 2.9258 0.7149 -0.1414
O 3.9607 1.3330 -0.2663
O 1.7288 1.2922 -0.2709
*
```

DFT (ωB97M-V with the def2-TZVPD basis set) results for a structure of composition C7H18IN3O.

## Properties
largest force on an atom	5.96	eV/A
energy relative to the best compared isomer or geometry (same formula, charge and spin)	2.837	eV
E_tot	-22161.5292	eV
orbital gap (spin up / spin down)	0.2927 / 0.2642	hartree
lowest unoccupied orbital energy (spin up / spin down)	0.167 / -0.410	eV

Geometry as ORCA input:
```
! RIJCOSX wB97M-V def2-TZVPD def2/J DEFGRID3
* xyz 0 1
C 2.8761 -3.1195 -0.3978
C -2.3046 -0.6344 -0.8149
C -2.7328 0.3214 1.3564
C 1.5342 -2.3729 -0.2285
C 1.1511 2.7282 0.0960
C -0.1378 2.0647 0.6924
C -1.6146 0.0492 0.3461
N 1.7900 1.9210 -0.8781
N 1.5300 -1.2847 0.8070
N -1.1368 1.4175 -0.1636
O 0.9513 1.4658 -1.8447
I 2.7179 0.1825 0.4417
H 2.8714 -3.6188 -1.3832
H 3.6636 -2.5491 -0.1931
H 3.0549 -3.8883 0.2541
H -2.8471 -1.5294 -0.5327
H -2.8701 -0.0145 -1.4066
H -1.5002 -0.9890 -1.5027
H -3.2395 1.1319 0.9484
H -2.4248 0.4517 2.2775
H -3.3967 -0.4809 1.4647
H 1.3728 -2.0866 -1.2815
H 0.9162 -3.1998 -0.0371
H 0.9232 3.6887 -0.4579
H 1.7630 2.9886 0.8959
H -0.7194 2.8549 1.4500
H 0.4023 1.4292 1.3845
H -0.8034 -0.4269 0.7060
H -1.8262 2.0961 -0.4121
H 0.0359 1.4037 -1.5862
*
```

DFT (ωB97M-V with the def2-TZVPD basis set) results for a cluster of 3 separate species, C7H18N2O in total.

## Properties
largest force on an atom	1.49	eV/A
energy relative to the best compared isomer or geometry (same formula, charge and spin)	3.637	eV
E_tot	-12575.6933	eV
orbital gap	0.2777	hartree
lowest unoccupied orbital energy	0.568	eV

Geometry as ORCA input:
```
! RIJCOSX wB97M-V def2-TZVPD def2/J DEFGRID3
* xyz 0 1
C 1.7503 -2.1330 -0.2950
C 1.8968 -3.6294 -0.3665
C -0.7403 -2.2665 -0.2544
O 2.1380 -1.4020 -1.2213
H 1.0819 0.0529 -1.1347
H 1.6684 -1.7284 0.7280
H 1.7136 -3.9816 -1.3813
H 2.9298 -3.8771 -0.0982
H 1.2329 -4.1359 0.3318
H -0.6698 -2.9985 -1.0591
H -0.7689 -2.7981 0.6990
H -1.7451 -1.8379 -0.3703
C -1.3633 3.2370 0.8775
C -2.0061 0.8501 0.8730
C 1.0858 2.5871 -0.5252
N -1.0060 1.8639 0.5583
C 0.0589 1.5295 -0.2024
N 0.2096 0.3294 -0.6488
H -0.3155 -0.7662 -0.4704
H -1.7506 3.2784 1.8966
H -2.1403 3.6093 0.2001
H -0.5063 3.9023 0.8248
H -2.8156 1.2821 1.4623
H -2.4291 0.4352 -0.0431
H -1.5528 0.0431 1.4507
H 0.6533 3.3720 -1.1475
H 1.4771 3.0477 0.3827
H 1.9128 2.1346 -1.0670
*
```

DFT (ωB97M-V with the def2-TZVPD basis set) results for the ion C7H18O3P with charge +1.

## Properties
largest force on an atom	3.72	eV/A
energy relative to the best compared isomer or geometry (same formula, charge and spin)	1.409	eV
E_tot	-22973.3101	eV
orbital gap	0.4066	hartree
lowest unoccupied orbital energy	-2.863	eV

Geometry as ORCA input:
```
! RIJCOSX wB97M-V def2-TZVPD def2/J DEFGRID3
* xyz 1 1
C -1.9491 -1.4179 0.1141
C -1.9520 0.7145 1.2483
C -1.9062 0.8123 -1.2932
C 1.1794 -1.4351 -1.2972
C 1.3052 -0.7046 1.5670
C 1.1738 1.6120 -0.4882
C -1.4177 0.0228 0.0770
O 2.4752 -1.0348 -1.5900
O 2.7255 -0.6387 1.5553
O 2.3573 1.8285 0.2754
P 0.4921 -0.1835 -0.1547
H -1.4847 -2.0367 -0.7050
H -3.0850 -1.5148 0.0091
H -1.6574 -1.8273 1.1029
H -2.1602 0.0865 2.0816
H -2.8433 1.1174 0.9739
H -1.3489 1.5232 1.5451
H -1.0608 1.5379 -1.6421
H -2.0523 0.0047 -2.0259
H -2.9071 1.3788 -1.0214
H 0.8033 -1.3795 -2.2558
H 0.8706 -2.3728 -0.8584
H 1.1195 -1.7548 1.6748
H 0.7675 -0.0187 2.2094
H 1.2269 1.6203 -1.5464
H 0.4275 2.3347 -0.2007
H 3.1734 -1.2882 -0.8852
H 2.9216 0.3286 1.4421
H 2.8060 2.6854 0.0880
*
```

DFT (ωB97M-V with the def2-TZVPD basis set) results for a cluster of 3 separate species, C7H19BN2O10P in total.

## Properties
largest force on an atom	3.84	eV/A
E_tot	-40977.7073	eV
orbital gap	0.3335	hartree
lowest unoccupied orbital energy	-3.616	eV

Geometry as ORCA input:
```
! RIJCOSX wB97M-V def2-TZVPD def2/J DEFGRID3
* xyz 1 1
C 1.4562 -0.7396 -1.3692
C 0.4951 -1.1822 -0.1611
O -0.2080 -2.4190 -0.3734
C 1.3887 -1.2815 1.1696
P 0.4695 -0.2773 2.5076
C 1.6946 -0.0279 3.9078
C 1.9254 -1.3670 4.7804
O 2.5212 -2.3507 4.3290
O 1.3412 -1.3107 6.0749
O -0.8914 -1.1933 2.9087
B -1.4869 -0.7897 4.1676
O -1.7142 0.5546 4.5979
O -1.9263 -1.8517 5.0412
H 1.4800 -1.5912 -2.1217
H 2.4880 -0.4025 -1.0272
H 0.9606 0.1639 -1.8644
H -0.2956 -0.3644 -0.0224
H -1.1170 -2.2053 -0.6826
H 1.4687 -2.3581 1.5558
H 2.4291 -0.8331 1.0869
H 0.1583 1.0003 1.9177
H 2.7172 0.1774 3.4167
H 1.4891 0.8868 4.5664
H 1.3867 -2.2380 6.4082
H -2.5214 0.9175 4.1685
H -2.3722 -2.4866 4.4271
C 1.1746 3.7007 -3.0653
N 0.2284 2.6503 -2.6064
O -0.3360 1.9925 -3.4615
O 0.0871 2.5245 -1.3985
H 1.1994 3.6990 -4.1529
H 0.8122 4.6562 -2.6888
H 2.1552 3.4605 -2.6566
C -2.4017 0.6175 -5.2884
N -3.0009 -0.5050 -6.0559
O -2.6289 -1.6332 -5.7805
O -3.8221 -0.2134 -6.9056
H -1.6923 0.2123 -4.5711
H -1.8998 1.2711 -6.0001
H -3.2121 1.1364 -4.7783
*
```

DFT (ωB97M-V with the def2-TZVPD basis set) results for a cluster of 2 separate species, C7H19BrO5PS in total.

## Properties
largest force on an atom	0.30	eV/A
E_tot	-107964.7785	eV
orbital gap	0.2613	hartree
lowest unoccupied orbital energy	-3.780	eV

Geometry as ORCA input:
```
! RIJCOSX wB97M-V def2-TZVPD def2/J DEFGRID3
* xyz 1 1
C 0.9442 0.0509 1.9436
C 1.5865 -0.5224 0.6911
Br 0.2378 -1.2197 -0.5158
C 2.6040 -1.6300 1.0152
S 4.1769 -1.3174 0.1507
P 5.2878 -3.1277 0.6310
O 4.4717 -4.1824 0.0804
O 5.4323 -2.9628 2.1877
O 6.6514 -2.7901 -0.0577
H 0.3878 0.9540 1.6970
H 1.7114 0.3081 2.6793
H 0.2505 -0.6605 2.3925
H 2.0565 0.2796 0.1209
H 2.8088 -1.6953 2.0834
H 2.3038 -2.6125 0.6492
H 4.7555 -0.4450 0.9991
H 6.1301 -3.4441 2.6491
H 7.4421 -2.6450 0.4711
C -2.0986 1.1809 -2.2244
O -2.2463 1.7371 -0.9299
C -3.0005 2.9407 -0.9089
C -4.4451 2.7082 -0.5195
O -5.1304 1.9132 -1.4677
C -5.2746 0.5577 -1.0894
H -1.7240 0.1688 -2.0826
H -3.0448 1.1494 -2.7675
H -1.3685 1.7487 -2.8123
H -2.9573 3.4313 -1.8869
H -2.5388 3.6077 -0.1753
H -4.9508 3.6768 -0.4687
H -4.4946 2.2498 0.4745
H -6.0294 0.4471 -0.3036
H -4.3306 0.1345 -0.7353
H -5.6048 0.0104 -1.9705
*
```

DFT (ωB97M-V with the def2-TZVPD basis set) results for the molecule C7H19N2O2PS.

## Properties
largest force on an atom	6.13	eV/A
energy relative to the best compared isomer or geometry (same formula, charge and spin)	0.617	eV
E_tot	-34763.4353	eV
orbital gap	0.3166	hartree
lowest unoccupied orbital energy	0.283	eV

Geometry as ORCA input:
```
! RIJCOSX wB97M-V def2-TZVPD def2/J DEFGRID3
* xyz 0 1
C -1.2327 -0.1628 2.2781
C -3.3808 0.0750 -1.1296
C 2.1918 -0.7069 1.5611
C 2.1204 -2.2939 -0.5683
C 1.2765 2.7221 -1.7815
C -1.3004 -1.0326 1.0526
C -1.9575 0.6307 -0.6546
N 1.8853 -1.0766 0.0949
N -1.0300 -0.2714 -0.1708
O 1.0577 -0.1550 -2.1502
O 1.3917 2.6323 0.8878
P 0.8574 0.0554 -0.7515
S 1.9217 1.9157 -0.2848
H -0.8288 -0.7487 3.1101
H -0.4126 0.6388 2.1328
H -2.1759 0.2639 2.5467
H -3.7777 -0.5596 -0.3761
H -3.9333 0.8419 -1.4812
H -3.3314 -0.6993 -1.9886
H 3.3131 -0.3624 1.5451
H 1.5039 0.0683 1.7928
H 2.0021 -1.6451 2.1394
H 2.8539 -2.9433 0.0348
H 1.1811 -2.7236 -0.7985
H 2.7657 -2.1252 -1.3767
H 0.4819 3.3141 -1.4756
H 0.9304 1.8769 -2.5148
H 2.0571 3.1687 -2.4352
H -0.5845 -1.8279 1.1484
H -2.2502 -1.4815 0.9779
H -1.4456 1.2193 -1.5811
H -2.1501 1.3927 0.2165
*
```

DFT (ωB97M-V with the def2-TZVPD basis set) results for a cluster of 2 separate species, C7H19N3 in total.

## Properties
largest force on an atom	4.89	eV/A
energy relative to the best compared isomer or geometry (same formula, charge and spin)	2.770	eV
E_tot	-12017.7738	eV
orbital gap	0.3533	hartree
lowest unoccupied orbital energy	-7.450	eV

Geometry as ORCA input:
```
! RIJCOSX wB97M-V def2-TZVPD def2/J DEFGRID3
* xyz 2 1
C 0.7609 0.1655 -0.7077
C 1.4333 2.4278 -0.7752
C 0.2099 -0.9197 -1.3562
C 1.9688 3.6209 -2.8033
C -1.1055 -3.3151 1.0951
C -2.2443 -1.1812 1.4306
C 1.9068 3.6850 -1.3114
N 1.0488 1.3551 -1.3976
N -0.8582 -2.0641 3.1183
N -1.0623 -1.9551 1.7499
H 0.8303 0.2423 0.3341
H 1.1833 2.2604 0.2529
H 0.2431 -1.1763 -2.3773
H -0.4325 -1.1643 3.5601
H 0.3047 -1.7174 -0.6363
H 2.8098 3.0159 -3.1210
H 2.1902 4.6364 -3.2798
H 1.1358 3.1830 -3.3963
H -1.2360 -3.0684 0.0096
H -0.2397 -3.8792 1.3771
H -1.9248 -3.9122 1.3981
H -3.1192 -1.3132 2.0411
H -2.0309 -0.1418 1.4136
H -2.6131 -1.4174 0.4996
H 1.4081 4.5458 -0.8787
H 2.8964 3.7371 -0.9442
H 0.7516 1.3179 -2.3351
H -0.1464 -2.8063 2.9488
H -1.5652 -2.4192 3.7704
*
```

What is the E_tot in the third record?
-12575.6933 eV

Look up the E_tot of the second one.
-22161.5292 eV